ORCA calculation (the ωB97M-V functional and the def2-TZVPD basis) on an isolated ion of composition C5H9N3 and charge +2 at a distorted geometry.

Values from the calculation:
- Molecular weight: 111.1 Da
- E_tot: -359.437697 a.u.
- Relative energy (zero: lowest compared OMol25 entry of this formula, charge and spin): 38.63 kcal/mol
- Highest occupied orbital energy: -19.350 eV
- Lowest unoccupied orbital energy: -0.3558 Eh
- HOMO-LUMO gap: 9.670 eV
- Total charge: +2

Positions of all 17 atoms, in Å:
1 C 0.47 -1.28 0.97
2 C 0.85 -0.09 0.60
3 C 0.01 0.70 -0.34
4 C -1.51 -1.10 -0.42
5 C 2.13 0.51 1.12
6 N -1.14 0.14 -0.80
7 N 0.37 1.89 -0.70
8 N -2.53 -1.78 -0.76
9 H 0.55 -2.20 1.50
10 H 2.84 0.63 0.29
11 H 2.59 -0.15 1.85
12 H 1.94 1.47 1.60
13 H -1.71 0.69 -1.45
14 H 1.24 2.29 -0.35
15 H -0.17 2.47 -1.33
16 H -2.67 -2.72 -0.39
17 H -3.26 -1.46 -1.40

And the Löwdin charges, in e, turn out to be: 0.404, -0.234, -0.193, -0.046, 0.007, 0.139, 0.317, 0.248, 0.118, 0.119, 0.115, 0.114, 0.203, 0.163, 0.181, 0.169, 0.175